Entry 1:
Density functional theory data (wB97M-V/def2-TZVPD) for a molecular structure, C40H39N5OSTa.

Geometry (Å):
H: -3.095 -9.675 0.284
H: -2.999 5.245 3.242
C: 2.117 0.920 -2.149
C: 0.906 -6.504 1.393
C: 1.135 2.817 -0.702
N: -1.458 -0.864 -1.272
S: 0.238 -8.934 0.299
H: -3.497 1.234 2.282
C: 1.463 -0.095 3.152
H: -3.457 -1.299 -1.743
C: -2.265 -9.781 -0.416
C: -1.732 -2.897 0.814
H: -1.713 -10.689 -0.189
H: -3.131 -0.641 1.814
H: 2.166 1.336 -3.157
C: -3.208 3.245 2.610
C: 0.538 0.649 5.263
C: -1.746 -1.811 -4.836
C: 1.939 0.221 1.788
C: 1.528 -3.179 -0.032
C: -1.206 4.647 2.312
N: 0.854 0.247 -1.907
H: 2.912 0.165 -2.070
H: -2.263 -2.603 -2.983
C: -1.640 -2.126 2.143
C: 0.549 -0.837 7.195
H: -3.157 -0.446 -0.243
C: 1.316 -1.622 5.023
C: 1.248 -6.734 -0.986
C: -2.758 2.013 2.166
C: -1.731 -1.790 -3.462
C: 1.500 -4.589 0.064
O: -1.697 -7.453 -0.657
C: -0.568 2.533 1.028
H: -0.773 5.604 2.579
N: 0.376 -1.023 8.313
H: 1.222 -4.546 2.193
C: -1.104 -0.915 -2.544
H: -2.289 -2.627 2.867
C: 2.390 2.043 -1.130
H: -4.229 3.255 2.970
H: -0.613 -2.205 2.514
H: 0.518 4.317 1.232
H: 0.113 1.430 5.876
C: -2.093 -0.663 2.170
C: 0.016 -0.035 -2.909
Ta: 0.303 -0.116 0.097
H: 0.666 1.488 -4.199
H: 3.079 2.751 -1.594
H: 2.830 -0.378 1.586
H: 0.569 3.126 -1.593
C: -2.794 -1.266 -0.870
H: 1.486 -2.593 5.461
H: 0.705 1.877 3.531
H: -3.850 -2.568 0.471
C: -1.393 -8.570 -0.337
C: 0.883 -7.272 0.238
H: -2.687 -9.843 -1.419
C: -1.274 -0.840 -5.713
C: 1.547 -5.390 -1.078
N: -1.257 0.288 1.441
C: 1.302 -1.983 -0.080
C: 0.067 0.586 -4.164
H: -0.830 -2.752 0.224
H: -2.109 -0.353 3.224
C: -0.539 0.279 -5.372
H: 2.887 1.643 -0.244
H: -1.519 -0.963 -6.759
C: 1.227 -5.166 1.309
C: 0.787 -0.605 5.822
H: -2.995 -3.419 -0.808
H: -2.263 -2.651 -5.283
H: -1.759 -3.959 1.063
C: 1.647 -1.365 3.708
C: -2.919 -2.594 -0.097
H: -0.344 0.983 -6.171
C: -1.547 1.590 1.588
H: 1.779 -4.946 -2.034
H: 1.479 3.732 -0.205
N: 0.252 2.007 0.120
C: -2.503 4.423 2.749
H: 2.092 -2.141 3.101
H: 0.640 -6.948 2.340
C: 0.872 0.892 3.948
H: 2.232 1.274 1.776
C: -0.418 3.849 1.512
H: 1.260 -7.362 -1.864

Summary:
gap between HOMO and LUMO = 6.42 eV
HOMO = -10.37 eV
multiplicity = 1
net charge = +1



Entry 2:
Density functional theory data (wB97M-V/def2-TZVPD) for 7 unconnected molecules or ions with the total composition C40H39N9O15S.

Geometry (Å):
C: -7.442 1.387 -2.532
O: -2.313 -3.611 0.677
C: -0.115 -4.702 7.306
H: 1.641 0.219 1.982
H: -3.455 0.420 -5.223
C: 8.962 2.420 -5.940
C: -5.006 0.362 6.185
C: -9.890 2.366 -1.631
H: -1.672 4.528 -3.104
O: 1.508 -4.321 5.155
N: -1.524 -2.726 0.385
C: -0.912 -4.965 8.413
C: -0.660 -7.334 8.038
C: 8.663 1.227 -5.293
C: 3.938 1.865 -2.688
C: -1.688 1.535 -4.731
C: -0.724 -2.141 1.466
O: 8.043 -1.168 -4.160
H: -0.873 -8.357 8.328
C: -0.083 -2.088 3.779
H: 0.534 -7.909 6.357
O: 0.975 2.104 -4.664
H: -6.495 1.008 -2.897
C: 9.131 0.012 -7.333
H: -4.101 4.130 -3.174
H: 2.933 3.623 -0.659
H: -0.176 -2.463 4.790
H: 2.419 -0.137 -2.093
C: -3.788 -0.131 5.730
C: -1.194 2.692 -4.139
N: 2.283 2.895 -0.988
H: -4.995 2.084 -4.238
H: -6.983 0.976 5.619
H: 4.409 0.382 -0.645
H: 4.136 1.654 0.332
O: 0.651 3.947 -3.584
H: -5.173 0.565 7.236
C: -3.579 -0.384 4.378
C: -3.422 3.404 -3.608
O: -1.355 -2.297 -0.744
C: -0.861 -2.629 2.763
O: 4.671 3.119 -2.735
N: 8.409 -1.227 -5.324
C: 8.746 0.031 -5.997
C: 0.818 -1.067 3.497
C: 0.171 -1.116 1.181
N: 0.251 2.935 -4.125
H: 3.269 1.803 -3.610
C: -1.180 -6.279 8.780
H: -8.326 1.417 -4.489
C: -7.647 1.642 -1.181
H: -10.501 2.279 -3.688
C: -6.029 0.594 5.275
O: 7.281 3.140 -1.812
C: -2.052 3.627 -3.571
H: 0.089 -3.673 7.031
H: -9.028 2.339 0.328
H: -10.843 2.748 -1.285
H: 4.608 0.939 -2.735
H: -1.321 -4.146 8.993
C: 9.338 2.410 -7.278
N: -2.714 -0.400 6.690
C: 0.135 -7.079 6.928
H: 1.429 -0.650 4.291
O: -5.510 0.960 -0.660
H: 9.564 3.344 -7.783
C: 2.981 1.674 -1.421
N: -6.570 1.374 -0.223
H: 8.368 1.247 -4.250
C: -4.608 -0.151 3.474
S: 5.643 3.345 -1.404
N: 1.899 0.719 -1.861
O: 5.541 4.788 -1.076
C: -3.924 2.253 -4.205
H: 8.074 -0.474 -1.428
C: 0.406 -5.762 6.573
N: 1.266 -5.488 5.417
H: -4.458 -0.351 2.419
H: 9.202 -0.918 -7.884
H: -6.634 0.510 3.216
O: -2.942 -0.198 7.872
C: 0.940 -0.580 2.201
C: 7.960 0.620 -1.621
H: -1.796 -6.482 9.650
H: -1.024 0.800 -5.171
C: -8.864 2.134 -0.724
O: -1.652 -0.815 6.252
H: 0.281 -0.726 0.175
C: -8.473 1.618 -3.433
N: 3.654 0.967 -0.266
O: -6.799 1.578 0.960
C: -9.695 2.104 -2.983
H: 9.721 1.206 -9.016
H: -1.560 -3.424 2.994
C: -5.831 0.334 3.923
H: 1.405 1.100 -2.676
O: 1.691 -6.441 4.785
H: 1.722 2.667 -0.149
H: -2.629 -0.763 4.017
O: 8.509 -2.260 -5.964
C: 9.426 1.209 -7.973
C: -3.059 1.318 -4.762
C: 7.553 1.778 -1.613
H: 8.899 3.359 -5.401

Summary:
gap between HOMO and LUMO = 8.55 eV
HOMO = -9.45 eV
multiplicity = 1
net charge = 0



Entry 3:
Density functional theory data (wB97M-V/def2-TZVPD) for a molecular structure, C40H40BBeF4N8.

Geometry (Å):
H: -2.959 -2.961 -8.778
F: -0.180 -0.064 0.610
C: -7.208 2.885 -2.521
C: -2.428 4.466 9.330
C: -1.646 4.103 8.242
H: 5.499 -5.634 -3.708
N: -1.856 -2.133 -5.702
N: -3.540 3.777 9.648
C: 3.025 -6.877 4.801
C: 7.522 5.170 -2.321
H: -6.267 -6.099 2.039
F: 1.342 1.286 1.320
C: 3.968 -2.805 -4.502
C: 4.208 -2.890 -2.158
N: 0.774 7.050 -1.102
C: 1.688 -6.739 2.880
C: -2.776 -3.123 -7.726
N: -4.442 2.810 -2.441
H: 1.640 10.593 0.424
C: 0.751 8.617 0.807
C: 4.953 -4.066 -2.223
H: -3.082 -3.945 5.062
H: -5.206 -7.415 3.606
C: 1.411 9.591 0.091
H: -4.364 4.626 -3.269
C: -5.061 3.900 -2.876
H: -3.136 -5.234 -7.748
F: -0.842 1.396 2.158
H: -2.216 5.393 9.843
C: 7.930 4.130 -4.471
F: 0.515 -0.298 2.732
C: 3.206 -8.536 3.202
B: 0.238 0.581 1.718
C: 6.313 4.515 -2.266
H: -7.215 0.897 -1.690
H: -4.639 1.998 9.356
C: -3.734 2.561 9.178
H: -7.058 4.825 -3.262
H: 3.634 -2.304 -5.399
C: -2.318 -2.000 -6.967
C: -2.972 2.121 8.079
C: -6.639 1.765 -1.978
H: -2.189 -5.474 -5.429
C: -4.526 -3.736 3.451
C: 2.217 -7.892 2.426
C: -3.945 -5.850 4.595
C: 1.351 8.078 -1.762
C: -2.728 -4.410 -7.180
H: 8.504 3.897 -5.356
H: -4.421 -2.677 3.635
C: 8.333 4.970 -3.433
C: -5.620 -5.614 2.755
H: 2.035 -8.252 1.423
H: -3.427 -6.463 5.318
H: 5.345 -4.491 -1.311
C: 2.131 -6.173 4.054
C: 0.511 7.343 0.225
C: -3.804 -4.440 4.430
H: 7.996 5.752 -1.544
H: -0.832 4.654 7.795
C: -5.227 1.743 -1.976
C: 6.677 3.541 -4.289
C: -1.883 -3.386 -5.224
H: -4.684 0.855 -1.689
Be: 0.721 2.209 -2.968
H: 4.158 -2.281 -1.268
C: 4.663 -4.018 -4.642
H: 1.746 -5.219 4.383
H: 3.489 -9.525 2.876
H: 4.751 -4.567 -5.568
C: 5.057 -4.674 -3.485
H: -0.029 6.544 0.712
H: 2.056 10.034 -1.966
H: 9.263 5.512 -3.523
C: -4.885 -6.388 3.702
H: 0.526 8.666 1.862
C: -2.183 -4.507 -5.910
N: 5.863 3.763 -3.266
H: 5.664 4.446 -1.405
C: -6.472 3.978 -2.938
N: 3.618 -8.009 4.384
H: 1.541 8.005 -2.823
H: -2.485 -0.992 -7.317
N: -5.455 -4.292 2.675
H: 3.282 -6.409 5.739
H: -1.277 2.513 6.831
H: -1.458 -3.402 -4.231
H: -3.110 1.203 7.527
N: 3.720 -2.232 -3.287
H: 0.922 -6.309 2.252
C: -1.891 2.855 7.651
H: 6.175 2.956 -5.046
H: -8.283 2.906 -2.629
C: 1.667 9.321 -1.253

Summary:
gap between HOMO and LUMO = 1.17 eV
HOMO = -10.77 eV
multiplicity = 1
energy above the lowest of the compared OMol25 structures with the same formula, charge and spin = 335.5 kcal per mole
net charge = +1



Entry 4:
Density functional theory data (wB97M-V/def2-TZVPD) for a molecular structure, C40H40IN8O2SSr.

Geometry (Å):
C: 0.926 6.216 1.625
H: -2.148 4.282 0.880
I: -2.225 2.674 -6.281
N: 4.461 -4.206 -1.684
H: -0.336 -1.851 -3.010
H: -2.357 2.283 -2.020
C: 1.847 4.666 -0.115
H: 2.887 4.293 4.327
H: -2.977 -0.063 2.165
H: -0.925 -1.323 0.390
N: 2.530 -2.757 -1.982
H: 2.266 -4.104 3.661
C: 0.547 5.209 -3.563
H: -2.520 -6.636 2.027
C: 0.915 7.350 -2.556
H: -2.770 -0.412 -6.258
C: 3.575 -3.470 -1.770
C: -1.468 3.413 0.963
C: -1.990 2.539 2.089
H: 3.060 3.616 1.960
H: 1.418 6.189 4.972
H: -3.023 2.218 1.940
O: -1.203 -6.648 3.628
H: 0.058 7.082 -4.504
C: 1.990 3.267 -0.196
H: -0.927 -3.451 -1.166
H: -0.956 -7.435 1.725
N: 1.685 -1.273 1.927
Sr: -0.107 0.575 0.143
N: -1.314 2.722 -0.289
C: -1.437 -6.584 2.238
H: -0.317 2.140 -3.801
H: 0.320 6.721 0.886
H: -1.983 3.121 3.017
C: 1.841 2.054 -0.250
N: -2.030 0.053 -0.593
C: 0.531 -3.371 1.728
C: 1.774 5.167 1.228
H: 0.111 7.352 3.227
H: 1.797 7.339 -0.617
H: 0.905 8.430 -2.614
C: -0.879 -5.315 1.648
C: 2.454 4.465 2.249
H: 4.822 -3.720 4.577
N: -0.322 0.158 -3.327
C: -1.593 1.005 -5.136
C: -3.049 1.023 -0.447
H: -0.728 3.289 -0.891
C: 1.988 -1.750 -1.482
H: 2.836 -2.740 6.301
C: 3.527 -0.995 3.419
C: 1.034 4.583 -2.438
H: 2.736 0.452 1.984
H: -4.001 0.772 -0.958
C: -1.638 -1.321 -4.661
C: -1.226 -4.957 0.342
H: 0.232 4.624 -4.419
N: 1.341 -0.826 -1.144
H: -3.339 3.126 -0.792
C: 0.794 6.558 2.954
H: -1.460 -7.519 3.945
C: -0.722 1.174 -4.075
C: -2.081 -0.258 -5.443
H: 0.240 -4.769 3.361
C: -0.752 -1.065 -3.628
H: -0.484 3.781 1.253
H: -1.987 -2.321 -4.867
C: 1.400 6.739 -1.421
O: 3.495 -3.399 6.053
H: -1.615 -1.103 2.511
H: 4.955 -2.112 5.338
H: -3.331 1.092 0.602
C: -0.677 -3.794 -0.169
H: 4.310 -0.360 3.805
C: 2.663 -0.539 2.429
H: -2.640 -1.658 0.503
C: 1.425 5.337 -1.304
H: -1.901 -5.568 -0.241
C: 2.335 4.833 3.568
C: -0.002 -4.512 2.345
S: -0.970 1.107 2.428
C: -1.878 -0.847 0.487
C: -1.938 -0.276 1.864
C: 2.372 -3.077 3.350
C: 3.376 -2.299 3.892
H: -2.069 -0.461 -1.459
C: -2.545 2.372 -0.948
C: 1.509 5.890 3.937
N: 0.160 -3.025 0.493
C: 0.455 6.596 -3.626
C: 4.251 -2.875 4.975
H: 1.137 3.499 -2.386
C: 1.539 -2.530 2.365

Summary:
gap between HOMO and LUMO = 3.01 eV
HOMO = -1.69 eV
multiplicity = 1
energy above the lowest of the compared OMol25 structures with the same formula, charge and spin = 74.3 kcal per mole
net charge = -1



Entry 5:
Density functional theory data (wB97M-V/def2-TZVPD) for a molecular structure, C40H40IrN7S4Sb.

Geometry (Å):
C: -2.994 -0.503 -2.043
C: 2.205 5.437 -1.875
H: -1.257 -6.007 -2.454
C: -5.890 -1.119 2.087
C: 0.681 4.155 2.905
H: -4.681 1.033 -5.155
H: 2.938 0.178 2.906
H: -0.009 4.909 1.001
C: -1.275 -3.183 -0.592
C: 0.281 -4.788 0.306
H: 0.184 -0.319 -4.605
C: 4.025 2.635 -0.485
C: -4.825 -0.789 1.271
Ir: 1.231 1.557 0.305
H: -1.255 0.262 3.831
H: 1.051 5.149 3.162
C: 1.244 4.658 -1.314
H: 1.756 -2.066 -3.320
H: 2.684 -1.585 1.929
C: 4.573 0.768 0.463
C: -1.607 -4.069 -1.618
Sb: -2.259 -1.372 -0.284
C: -5.941 -2.371 2.693
N: 1.812 -1.778 -2.355
H: 0.420 -6.641 -0.761
N: -0.013 1.315 -1.697
C: 3.133 3.673 -0.964
H: 6.756 1.083 0.178
N: 3.507 1.564 0.104
H: 4.345 -4.946 -0.131
H: 3.350 2.154 4.173
H: -0.262 1.681 4.090
S: -1.051 1.692 -3.981
H: -0.078 -2.871 1.184
H: 2.021 -0.018 4.395
H: -4.811 0.179 0.787
C: -4.343 1.224 -3.047
C: -0.801 2.123 -2.366
N: 3.398 4.798 -1.646
C: -0.017 0.352 -3.786
C: 0.431 0.297 -2.503
C: 2.844 -2.120 1.007
C: -3.740 0.674 -1.927
C: 2.096 0.570 3.478
C: -3.850 -2.979 1.679
H: -3.301 -1.001 -5.378
H: 2.154 6.372 -2.404
N: 5.362 2.557 -0.517
H: -4.981 -4.269 2.958
H: 0.185 4.835 -1.292
C: -3.416 -0.529 -4.411
N: 1.520 -0.562 -0.527
H: -2.372 1.140 1.955
S: 0.655 0.220 2.428
N: 1.833 3.552 -0.737
H: 1.678 2.391 4.611
C: 2.489 -2.448 -1.345
C: -2.804 -1.084 -3.296
C: 2.326 2.039 3.810
C: -3.819 -1.736 1.039
H: -3.874 1.160 -0.968
C: -4.191 0.616 -4.286
H: 4.010 -3.658 1.920
C: -0.045 -5.665 -0.717
C: 3.574 -3.292 1.002
H: 0.996 -5.080 1.062
H: -1.301 2.969 -1.924
H: -3.066 -3.708 1.520
H: 3.356 -4.212 -2.270
C: -0.693 1.047 3.321
C: -0.987 -5.309 -1.674
S: -0.950 2.766 1.050
C: 3.219 -3.635 -1.368
C: 5.728 1.377 0.083
H: -2.372 -3.837 -2.343
H: -4.946 2.116 -2.954
H: -1.252 4.814 2.231
C: 2.301 -1.680 -0.200
C: -0.329 -3.544 0.371
H: -2.202 -1.973 -3.418
C: 1.266 -0.679 -1.827
H: -6.690 -0.411 2.248
H: 0.269 3.725 3.814
H: 4.300 5.135 -1.951
S: 2.119 3.157 2.394
C: -0.377 4.301 1.825
H: -6.779 -2.624 3.329
H: 6.009 3.236 -0.892
H: -2.240 2.517 3.025
C: 3.763 -4.037 -0.172
C: -1.656 1.821 2.420
C: -4.928 -3.297 2.488
H: 4.450 -0.185 0.944

Summary:
gap between HOMO and LUMO (alpha / beta) = 8.06 / 5.42 eV
HOMO (alpha / beta) = -17.79 / -18.13 eV
<S²> = 8.771
multiplicity = 6
energy above the lowest of the compared OMol25 structures with the same formula, charge and spin = 0.0 kcal per mole
net charge = +4